1.
6
Properties=species:S:1:pos:R:3:forces:R:3:mulliken_charge:R:1 method="wB97M-V/def2-TZVPD" lumo_ev=0.67 homo_ev=-8.25 multiplicity=1 homo_lumo_gap_ha=0.328
C 0.50993 -0.41135 -0.72529 0.17 -0.95 0.60 -0.209
N -0.99365 0.15724 1.52199 0.00 -1.10 0.48 -0.080
N -0.76711 -0.91904 1.47865 -0.48 1.29 0.33 0.009
O 0.34747 0.87254 -0.74784 0.21 -0.11 -0.35 -0.321
H 0.89839 -0.93540 -1.66799 -0.31 1.96 0.16 0.157
H 0.00496 1.23601 0.14048 0.40 -1.08 -1.21 0.444

2.
6
Properties=species:S:1:pos:R:3:forces:R:3:mulliken_charge:R:1 method="wB97M-V/def2-TZVPD" lumo_ev="-3.22 / -3.21" homo_ev="-9.76 / -9.76" multiplicity=1 homo_lumo_gap_ha="0.240 / 0.241"
C -1.33889 0.06850 -1.38883 3.75 2.68 3.87 -0.152
N -2.02040 -0.48658 -2.09072 -2.68 -2.17 -2.76 -0.308
N 0.88856 0.09445 0.94347 -1.16 0.76 -0.27 -0.063
O 0.35024 0.98994 0.23791 -0.89 -1.87 1.40 -0.130
H 0.54761 -0.30311 1.94955 0.56 1.44 -3.12 0.344
H 1.57288 -0.36320 0.34862 0.41 -0.86 0.88 0.308

3.
7
Properties=species:S:1:pos:R:3:forces:R:3:mulliken_charge:R:1 method="wB97M-V/def2-TZVPD" lumo_ev=0.67 smiles="O=C1NN1O" homo_ev=-10.08 multiplicity=1 homo_lumo_gap_ha=0.395
O -1.95147 0.27916 -0.14916 -1.42 0.76 -0.74 -0.445
C -0.88089 -0.10633 0.12047 -0.31 0.00 0.12 0.555
N -0.00873 -1.05532 0.18019 -0.12 -1.89 -0.82 -0.187
N 0.32610 0.21519 0.78848 1.93 1.87 1.65 -0.142
O 1.25052 1.06733 0.10916 0.18 -1.00 0.97 -0.346
H 0.36560 -1.81735 -0.35210 0.57 0.00 -0.12 0.257
H 0.89887 1.41731 -0.69703 -0.84 0.27 -1.08 0.309

4.
7
Properties=species:S:1:pos:R:3:forces:R:3:mulliken_charge:R:1 method="wB97M-V/def2-TZVPD" lumo_ev="-1.02 / -1.02" homo_ev="-9.59 / -9.59" multiplicity=1 homo_lumo_gap_ha="0.315 / 0.315"
C -0.85539 -0.20531 0.05779 -1.78 2.13 -3.13 -0.295
N 0.81667 1.34264 0.32871 0.94 -1.00 -0.67 0.164
N -0.01518 -0.99772 0.53278 2.87 -1.49 0.07 -0.356
O 1.59058 0.62456 -0.07040 0.19 3.37 0.90 0.045
O 1.05141 -0.98085 -0.30724 -1.70 -2.61 0.78 -0.286
H -0.82198 0.10421 -1.01695 0.41 -0.22 0.69 0.353
H -1.76611 0.11248 0.47531 -0.93 -0.18 1.37 0.375

Going through the records in order, we get energy values of -6094.260; -6090.119; -8140.142; -8137.781 eV.